# 1
ORCA calculation (the ωB97M-V functional and the def2-TZVPD basis) on C5H12N2 in the gas phase in a non-equilibrium geometry.

Positions of all 19 atoms, in Å:
C (-0.807359, -0.797400, 3.242873)
C (-0.781379, -1.042509, 1.938567)
C (0.856160, -0.621710, 1.216135)
C (0.323823, 0.245988, 0.058922)
N (0.979879, 0.048513, -1.233171)
C (0.509196, 0.962048, -2.248327)
N (-0.947350, 0.995630, -2.378679)
H (-1.716642, -1.001077, 3.813357)
H (0.009709, -0.336758, 3.780855)
H (-1.606434, -1.563337, 1.445637)
H (1.375365, -0.114741, 2.016776)
H (1.172207, -1.643997, 1.041508)
H (-0.726276, -0.027430, 0.023293)
H (0.384093, 1.295556, 0.348360)
H (0.850545, -0.928013, -1.479993)
H (0.850864, 1.948602, -1.893253)
H (0.975741, 0.751406, -3.220334)
H (-1.288417, 1.725187, -2.987134)
H (-1.364703, 0.115758, -2.664849)

Force components x, y, z for each atom (eV/Å):
-1.23 -0.10 -0.13
4.15 0.67 0.90
-5.19 -1.12 0.71
0.53 -0.52 0.07
0.11 -0.28 0.26
-0.06 0.16 0.00
-0.41 0.05 0.37
0.24 0.01 0.05
0.05 -0.01 -0.04
0.52 0.33 -0.39
0.24 -0.06 -0.06
0.68 0.25 -0.56
-0.17 0.53 -0.55
0.00 0.05 -0.10
0.07 0.14 -0.31
-0.28 -0.10 -0.42
0.32 -0.12 0.34
0.13 0.05 -0.06
0.30 0.08 -0.08

Its energy above the lowest of the compared OMol25 structures with the same formula, charge and spin is 66.9 kcal/mol. The lowest unoccupied orbital energy comes out at 1.16 eV. The SMILES is C=CCCNCN. Its total energy is -307.12279 hartree. Its HOMO energy is -8.87 eV.

Atomic partial charges in e from the Löwdin method, atoms 1 to 4: -0.07 -0.11 -0.07 -0.29

# 2
ORCA calculation (the ωB97M-V functional and the def2-TZVPD basis) on C5H12N2 in the gas phase in a non-equilibrium geometry.

Positions of all 19 atoms, in Å:
C (0.570798, -1.903258, -0.849971)
C (0.357711, -0.759955, -0.192257)
C (-0.909068, -0.495267, 0.616471)
C (-1.540436, 0.861894, 0.180082)
N (-1.995230, 0.865526, -1.192197)
N (1.227324, 0.353635, -0.218460)
C (1.940066, 0.781105, 0.977415)
H (0.017864, -2.790108, -0.580192)
H (1.348002, -1.884512, -1.609354)
H (-1.699326, -1.201324, 0.340585)
H (-0.696519, -0.567017, 1.684877)
H (-0.859591, 1.701302, 0.283351)
H (-2.351294, 1.027343, 0.901546)
H (-2.454755, -0.012903, -1.419155)
H (-1.190913, 0.915110, -1.802824)
H (1.835407, 0.399325, -1.015244)
H (1.299752, 1.293014, 1.709680)
H (2.378520, -0.014962, 1.588873)
H (2.721694, 1.431052, 0.596775)

Force components x, y, z for each atom (eV/Å):
0.33 0.89 0.01
-0.31 -0.03 0.74
0.35 0.36 -0.60
0.19 -0.42 1.01
-0.28 -0.15 -0.15
-0.29 0.18 -0.53
-0.51 -0.15 0.32
-0.37 0.04 -0.66
0.22 -0.65 0.33
0.41 -0.41 0.32
-0.23 0.23 0.10
0.21 -0.05 0.18
-0.19 0.16 -0.45
-0.05 0.13 0.03
0.08 0.05 -0.08
0.13 -0.41 -0.17
-0.03 0.33 -0.48
0.25 -0.35 -0.42
0.09 0.24 0.49

Its energy above the lowest of the compared OMol25 structures with the same formula, charge and spin is 35.1 kcal/mol. The lowest unoccupied orbital energy comes out at 1.00 eV. The SMILES is C=C(CCN)NC. Its total energy is -307.17345 hartree. Its HOMO energy is -8.31 eV.

Atomic partial charges in e from the Löwdin method, atoms 1 to 4: 0.05 -0.39 -0.15 -0.30